(1)
Molecular formula: C3H4LiLuO4
Method: DFT, ωB97M-V/def2-TZVPD

XYZ file:
```
13
Properties=species:S:1:pos:R:3:lowdin_charge:R:1
H -1.0636 -0.4880 1.7571 0.154
C -0.8265 0.5763 1.6692 -0.426
C -0.8865 1.4671 2.8176 -0.071
O 0.3632 0.9650 2.3211 -0.013
H -1.0560 2.5314 2.6352 0.126
H -1.1857 1.0840 3.7956 0.120
O -1.0190 1.0918 0.4101 -0.001
H -1.4949 0.4393 -0.2294 0.117
O 1.1438 -0.9137 -2.3402 0.084
C 0.0921 -0.4260 -2.1674 -0.307
Li 2.3805 -2.0794 -3.2938 0.555
Lu 4.6223 -3.9212 -5.1033 1.383
O -1.0698 -0.3266 -2.2717 0.278
```

Calculated values
calculated total energy = -1659.96901 hartree
relative energy (zero: lowest compared OMol25 entry of this formula, charge and spin) = 29.2 kcal/mol
maximum force = 4.58 eV/Å
2S+1 = 1
orbital gap = 3.942 eV
net charge = +2
HOMO energy = -13.955 eV

(2)
Molecular formula: C16H32N3OPSSiW
Method: DFT, ωB97M-V/def2-TZVPD

XYZ file:
```
56
Properties=species:S:1:pos:R:3:lowdin_charge:R:1
W -0.6060 -0.5329 -0.5267 0.510
Si 0.0238 -2.5570 -1.7087 0.268
P 0.5136 0.8312 -2.0270 0.533
N -2.3302 -0.3408 -0.4749 -0.269
H 2.7371 0.1368 -0.3185 0.041
C 0.9246 2.5453 -1.5783 -0.287
H 1.2622 3.1256 -2.4531 0.044
H 1.7247 2.5810 -0.8286 0.028
H 0.0548 3.0603 -1.1536 0.039
C 1.9252 0.3956 -3.0916 -0.265
H 2.1435 1.2039 -3.8031 0.048
H 1.7457 -0.5139 -3.6699 0.045
H 2.8268 0.2220 -2.4981 0.024
C -0.8136 1.0288 -3.3004 -0.268
H -0.4580 1.7226 -4.0863 0.050
H -1.7298 1.4367 -2.8490 0.037
H -1.0485 0.0619 -3.7707 0.037
C 1.7886 -3.2403 -1.5262 -0.353
H 2.0392 -3.4629 -0.4835 0.006
H 2.5591 -2.5726 -1.9233 -0.009
H 1.8149 -4.1782 -2.0963 0.005
H -0.8201 -3.6750 -1.1508 -0.105
H -0.1629 -2.4806 -3.2052 -0.106
C -3.6699 -0.2684 -0.6538 -0.403
C -5.7483 0.7974 -0.1651 -0.108
C -4.3745 0.7720 -0.0143 -0.068
C -4.2742 -1.2573 -1.4642 -0.045
C -5.6422 -1.2108 -1.6092 -0.103
C -6.3790 -0.1916 -0.9627 -0.108
H -6.3208 1.5900 0.3373 0.099
H -3.7707 1.4830 0.5652 0.094
H -3.5991 -2.0016 -1.9118 0.112
H -6.1338 -1.9743 -2.2315 0.105
H -7.4579 -0.1671 -1.0851 0.086
C 4.0748 -0.1711 0.5000 -0.510
O 3.3816 -0.5373 -0.5370 0.012
C 3.4830 0.4882 1.6839 -0.088
H 4.2299 1.1529 2.1523 0.087
H 3.1468 -0.2475 2.4424 0.053
H 2.5959 1.1353 1.5105 0.068
C 5.4839 -0.4798 0.4099 -0.053
H 6.0367 0.4655 0.4541 0.084
H 5.6791 -1.0053 -0.5283 0.091
H 5.6911 -1.1184 1.2730 0.084
S 0.4090 -0.9792 1.4638 0.520
C 0.0571 -0.0331 2.9737 -0.647
N 0.7407 -0.0975 4.1420 0.039
C 0.1770 0.8145 5.1229 -0.139
C -0.9616 1.4695 4.3816 -0.134
N -0.9235 0.8448 3.0755 0.040
H 1.5238 -0.7265 4.2996 0.149
H 0.9268 1.5389 5.4484 0.122
H -0.1709 0.2647 5.9996 0.122
H -0.8232 2.5471 4.2839 0.124
H -1.9242 1.2828 4.8589 0.124
H -1.5779 1.0226 2.3078 0.137
```

Calculated values
calculated total energy = -1964.30360 hartree
relative energy (zero: lowest compared OMol25 entry of this formula, charge and spin) = 74.2 kcal/mol
maximum force = 3.71 eV/Å
2S+1 = 3
expectation value of S² = 2.0165
orbital gap (alpha / beta) = 5.626 / 5.634 eV
HOMO energy (alpha / beta) = -5.639 / -5.792 eV

(3)
Molecular formula: C21H34MnN4P2
Method: DFT, ωB97M-V/def2-TZVPD

XYZ file:
```
62
Properties=species:S:1:pos:R:3:lowdin_charge:R:1
Mn -0.5442 -0.1356 0.1989 0.694
C -2.9467 0.5893 2.2955 -0.106
C -1.6409 0.7730 2.9969 -0.164
N -0.7241 -0.1495 2.3441 -0.158
C 0.4928 -0.5940 3.0260 -0.097
C 1.1704 -1.7372 2.2773 -0.224
C 1.9813 -2.7284 2.7866 0.030
C 2.0977 -3.8818 2.0409 0.016
C 1.3611 -4.1064 0.8693 0.055
C 0.6206 -3.0212 0.4149 -0.218
C -0.1657 -2.8984 -0.9006 -0.071
N -1.2574 -1.9342 -0.6213 -0.175
C -2.2777 -2.3858 0.2708 -0.192
C -3.3126 -1.3013 0.5289 -0.140
N -2.7506 0.0664 0.8447 -0.081
N 0.6410 -1.8433 1.0595 0.047
H -3.3645 1.5919 2.1953 0.137
H -3.6793 0.0223 2.8276 0.128
H -1.7948 0.5534 4.0596 0.150
H -1.2000 1.7765 2.9200 0.116
H -1.2873 -1.0182 2.2184 0.116
H 0.2800 -0.8386 4.0722 0.155
H 1.2317 0.2210 2.9527 0.095
H 2.3710 -2.6396 3.8193 0.155
H 2.7086 -4.6426 2.4586 0.127
H 1.3824 -5.0449 0.3130 0.143
H -0.5508 -3.8610 -1.2692 0.155
H 0.5016 -2.5016 -1.6741 0.109
H -1.6708 -1.6269 -1.4513 0.056
H -1.8639 -2.6888 1.2364 0.129
H -2.7557 -3.2814 -0.2055 0.170
H -3.8055 -1.7497 1.4068 0.140
H -4.0364 -1.1867 -0.2866 0.142
H -3.3407 0.6917 0.3248 0.107
C 0.1360 3.3452 0.7359 -0.186
P 0.9900 1.7840 0.2774 0.909
C 2.4401 1.7113 1.3754 -0.188
C 1.7714 2.0041 -1.3444 -0.380
C 2.8103 2.9257 -1.4889 -0.040
C 3.3622 3.0932 -2.7633 -0.006
C 2.9013 2.3725 -3.8474 -0.010
C 1.7978 1.5286 -3.7373 -0.042
C 1.2786 1.3335 -2.4728 -0.381
P -0.3213 0.5308 -2.2220 0.926
C -1.5992 1.7671 -2.5366 -0.198
C -0.5071 -0.8158 -3.4814 -0.174
H 0.8907 4.1699 0.6617 0.090
H -0.1399 3.2864 1.7753 0.033
H -0.7079 3.6060 0.0723 0.059
H 3.0324 2.5480 1.1019 0.043
H 2.9960 0.7919 1.2588 0.072
H 2.1700 1.7564 2.4264 0.055
H 3.1623 3.5902 -0.7119 0.119
H 4.1675 3.7860 -2.9427 0.133
H 3.3754 2.4566 -4.8262 0.140
H 1.3903 1.0407 -4.6071 0.115
H -1.4247 2.2849 -3.4691 0.076
H -1.6923 2.4954 -1.7670 0.025
H -2.5865 1.2506 -2.6549 0.083
H -0.2950 -0.3714 -4.4640 0.076
H -1.5180 -1.1948 -3.4221 0.060
H 0.2490 -1.5657 -3.2763 0.045
```

Calculated values
calculated total energy = -2872.41565 hartree
relative energy (zero: lowest compared OMol25 entry of this formula, charge and spin) = 3.6 kcal/mol
maximum force = 2.38 eV/Å
2S+1 = 5
expectation value of S² = 6.2299
orbital gap (alpha / beta) = 7.180 / 8.787 eV
net charge = +3
HOMO energy (alpha / beta) = -18.216 / -18.273 eV

(4)
Molecular formula: C16H19FNO
Method: DFT, ωB97M-V/def2-TZVPD

XYZ file:
```
38
Properties=species:S:1:pos:R:3:lowdin_charge:R:1
F -2.3843 -4.9046 -0.7374 0.093
C -1.4808 -4.0373 -0.1858 -0.197
C -1.6014 -3.7131 1.1633 0.037
C -0.7181 -2.7841 1.6898 0.021
C 0.2715 -2.1451 0.8873 -0.187
C 1.0094 -1.0580 1.4867 0.070
C 2.3547 -0.6271 1.2169 -0.192
C 3.0508 0.0229 2.2787 0.015
C 4.2512 0.6792 2.0532 -0.033
C 4.8202 0.6847 0.7705 -0.009
C 4.1864 -0.0006 -0.2723 -0.033
C 2.9896 -0.6783 -0.0531 0.015
C 0.3824 -2.5622 -0.4628 0.026
C -0.5008 -3.4894 -1.0083 0.041
H -2.3639 -4.1780 1.7845 0.139
H -0.7774 -2.5088 2.7429 0.133
H 0.6384 -0.7822 2.4832 0.143
H 2.5959 0.0117 3.2718 0.131
H 4.7558 1.1803 2.8815 0.125
H 5.7537 1.2156 0.5874 0.127
H 4.6344 -0.0260 -1.2688 0.124
H 2.5293 -1.2101 -0.8810 0.095
H 1.1354 -2.1293 -1.1100 0.098
H -0.4215 -3.7810 -2.0530 0.139
C -4.0702 2.0473 0.3791 -0.048
C -2.5904 2.1485 0.1076 -0.466
O -2.1129 3.3634 0.6729 -0.036
C -1.7864 0.9646 0.6302 -0.236
N -0.3594 1.2533 0.5752 0.029
H -4.5024 1.1574 -0.0895 0.085
H -4.2663 1.9890 1.4566 0.089
H -4.6013 2.9235 -0.0016 0.090
H -2.4419 2.1831 -0.9827 0.140
H -1.1528 3.2388 0.8012 0.078
H -2.0342 0.8207 1.6922 0.128
H -2.0668 0.0523 0.0736 0.119
H 0.1965 0.4578 0.8961 0.005
H -0.0784 1.4677 -0.3816 0.101
```

Calculated values
calculated total energy = -850.63755 hartree
relative energy (zero: lowest compared OMol25 entry of this formula, charge and spin) = 8.7 kcal/mol
maximum force = 3.15 eV/Å
2S+1 = 1
orbital gap = 6.004 eV
net charge = +1
HOMO energy = -12.420 eV

(5)
Molecular formula: C24H29BrN2O2S
Method: DFT, ωB97M-V/def2-TZVPD

XYZ file:
```
59
Properties=species:S:1:pos:R:3:lowdin_charge:R:1
C 0.0066 5.4950 1.5915 -0.049
C -0.7879 4.2779 1.9525 -0.273
C -1.7554 4.3151 2.9460 -0.048
C -2.4610 3.1734 3.2813 -0.044
C -2.2387 1.9694 2.6324 -0.208
C -3.0240 0.7434 3.0004 -0.032
C -1.2689 1.9338 1.6238 -0.218
N -0.9984 0.7101 0.9866 0.086
C -0.7899 0.5113 -0.3423 -0.760
S -0.9924 1.7272 -1.4495 0.731
N -0.4347 -0.7500 -0.7154 -0.117
C -0.4400 -1.8427 0.2337 -0.113
C -1.8140 -2.1419 0.7985 -0.219
C -2.9619 -1.9044 0.0508 -0.024
C -4.2104 -2.1919 0.5742 -0.063
C -4.3352 -2.7218 1.8468 -0.128
C -3.1883 -2.9600 2.5843 -0.677
Br -3.3340 -3.6742 4.3475 0.730
C -1.9332 -2.6757 2.0758 -0.101
C -0.1979 -1.0628 -2.1097 -0.177
C 1.2849 -1.0837 -2.5220 -0.292
C 2.0776 -2.2293 -1.8903 -0.164
C 3.4992 -2.2570 -2.4441 -0.142
C 4.2062 -0.9307 -2.1454 -0.234
C 5.6103 -0.9471 -2.7000 -0.514
O 6.6143 -0.8157 -2.0522 0.112
O 5.6372 -1.1279 -4.0275 0.110
C 3.4109 0.2314 -2.7517 -0.138
C 1.9842 0.2397 -2.2147 -0.174
C -0.5458 3.0743 1.3068 -0.028
H -0.4995 6.4001 1.9177 0.074
H 0.1620 5.5432 0.5162 0.080
H 0.9853 5.4593 2.0712 0.084
H -1.9605 5.2412 3.4627 0.107
H -3.2097 3.2195 4.0592 0.108
H -3.4784 0.2897 2.1189 0.079
H -3.8162 1.0009 3.6983 0.082
H -2.3871 -0.0023 3.4813 0.084
H -1.2213 -0.0986 1.5481 0.101
H -0.0868 -2.7341 -0.2896 0.128
H 0.2648 -1.6460 1.0523 0.137
H -2.8797 -1.4816 -0.9387 0.120
H -5.0957 -1.9994 -0.0119 0.111
H -5.3056 -2.9437 2.2616 0.102
H -1.0525 -2.8684 2.6711 0.113
H -0.6496 -2.0343 -2.3328 0.129
H -0.7054 -0.2968 -2.7027 0.064
H 1.2888 -1.2304 -3.6081 0.152
H 1.5915 -3.1860 -2.0989 0.118
H 2.1270 -2.0939 -0.8083 0.114
H 3.4733 -2.4113 -3.5241 0.123
H 4.0575 -3.0815 -1.9951 0.126
H 4.2868 -0.7936 -1.0626 0.158
H 6.5535 -1.1245 -4.3459 0.135
H 3.3949 0.1216 -3.8374 0.124
H 3.9017 1.1766 -2.5123 0.127
H 1.4293 1.0634 -2.6639 0.084
H 2.0013 0.4009 -1.1345 0.121
H 0.2107 3.0249 0.5401 0.085
```

Calculated values
calculated total energy = -4164.19905 hartree
relative energy (zero: lowest compared OMol25 entry of this formula, charge and spin) = 0.0 kcal/mol
maximum force = 0.71 eV/Å
SMILES = Cc1ccc(C)c(NC(=S)N(Cc2cccc(Br)c2)C[C@H]2CC[C@H](C(=O)O)CC2)c1
2S+1 = 1
orbital gap = 8.414 eV
HOMO energy = -7.886 eV